Record 1
Formula: C5H6
Source: the OMol25 dataset
Level of theory: ωB97M-V/def2-TZVPD

```
11
Properties=species:S:1:pos:R:3
C 1.30 0.00 0.04
C 2.33 0.73 0.00
C 0.48 -1.25 0.18
C -0.09 0.01 -0.53
C -1.08 0.91 0.19
H 0.81 -2.25 -0.34
H 0.06 -1.31 1.16
H -0.15 -0.11 -1.89
H -0.78 0.78 1.20
H -2.03 0.61 0.08
H -0.85 1.88 -0.09
```

Computed properties:
HOMO-LUMO gap   9.92 eV
Energy above the lowest of the compared OMol25 structures with the same formula, charge and spin   117.5 kcal/mol
Molar mass   66.1 Da

Results of the natural (NBO) charge analysis, in e, for atoms 1 through 8:
1 C -0.491
2 C 0.224
3 C -0.380
4 C -0.100
5 C -0.610
6 H 0.255
7 H 0.224
8 H 0.227

***

Record 2
Formula: H3NO2
Source: the OMol25 dataset
Level of theory: ωB97M-V/def2-TZVPD

```
6
Properties=species:S:1:pos:R:3
N 0.80 0.22 0.16
O -1.06 -0.44 -0.05
O 1.81 -0.44 -0.02
H 0.31 0.41 1.07
H 0.30 0.98 -0.45
H -0.93 -1.33 -0.15
```

Computed properties:
HOMO-LUMO gap   9.34 eV
Energy above the lowest of the compared OMol25 structures with the same formula, charge and spin   47.6 kcal/mol
Molar mass   49.0 Da

natural (NBO) analysis output, partial charges in e:
1 N -0.012
2 O -0.895
3 O -0.322
4 H 0.393
5 H 0.398
6 H 0.438

***

Record 3
Formula: C31H32Br2EuGeN3O3S
Source: the OMol25 dataset
Level of theory: ωB97M-V/def2-TZVPD

```
74
Properties=species:S:1:pos:R:3
Eu -0.43 0.73 0.29
S 2.19 -1.71 0.77
C 0.73 -2.53 0.54
C 0.59 -3.88 0.94
C -0.62 -4.51 0.79
C -1.68 -3.80 0.23
C -1.46 -2.49 -0.16
N -0.31 -1.86 -0.02
H 1.44 -4.37 1.37
H -0.74 -5.54 1.11
H -2.66 -4.26 0.13
H -2.27 -1.91 -0.59
Br -3.43 1.93 -1.28
C -0.51 3.30 0.31
C -1.16 4.51 0.08
C -0.69 5.74 0.57
C 0.44 5.80 1.34
C 1.17 4.63 1.60
C 2.34 4.63 2.39
C 3.03 3.47 2.60
C 2.58 2.26 2.03
C 1.42 2.16 1.27
C 0.70 3.40 1.08
H -2.08 4.53 -0.51
H -1.25 6.65 0.36
H 0.78 6.74 1.76
H 2.68 5.57 2.83
H 3.92 3.47 3.22
H 3.18 1.37 2.21
C -3.57 0.40 -4.81
Ge -2.82 -0.50 -3.14
C -1.54 -1.91 -3.76
C -4.41 -1.50 -2.41
C -1.90 0.72 -1.90
H -4.21 -0.27 -5.38
H -2.78 0.75 -5.45
H -4.17 1.26 -4.51
H -1.98 -2.61 -4.46
H -1.18 -2.47 -2.90
H -0.67 -1.46 -4.23
H -5.11 -1.75 -3.21
H -4.94 -0.90 -1.68
H -4.09 -2.43 -1.94
H -1.36 1.43 -2.56
Br -1.06 -4.10 6.36
C -2.06 -3.31 4.93
C -3.33 -3.82 4.68
C -4.07 -3.27 3.64
C -3.55 -2.23 2.89
C -2.28 -1.72 3.17
C -1.53 -2.28 4.20
C -1.71 -0.61 2.34
O -0.59 -0.16 2.64
O -2.40 -0.19 1.37
H -3.73 -4.62 5.29
H -5.06 -3.66 3.42
H -4.11 -1.78 2.09
H -0.54 -1.88 4.40
N 1.38 0.55 -1.75
C 2.51 0.39 -1.95
N 3.76 0.15 -2.26
C 4.53 1.20 -2.90
C 5.29 2.02 -1.86
O 6.10 1.20 -1.05
C 5.30 0.25 -0.36
C 4.57 -0.66 -1.35
H 3.87 1.84 -3.49
H 5.25 0.71 -3.57
H 4.56 2.56 -1.23
H 5.96 2.74 -2.34
H 4.56 0.76 0.27
H 5.98 -0.33 0.26
H 3.92 -1.35 -0.81
H 5.30 -1.20 -1.97
```

Computed properties:
HOMO-LUMO gap (spin up / spin down)   5.36 / 5.36 eV
Energy above the lowest of the compared OMol25 structures with the same formula, charge and spin   0.0 kcal/mol
⟨S²⟩   12.01
Spin multiplicity   7
Total charge   -2
Molar mass   911.1 Da

Results of the Löwdin charge analysis, in e, for atoms 1 through 8:
1 Eu 1.826
2 S 0.550
3 C -0.837
4 C -0.140
5 C -0.105
6 C -0.098
7 C -0.205
8 N -0.070

***

Record 4
Formula: C3H9N2
Source: the OMol25 dataset
Level of theory: ωB97M-V/def2-TZVPD

```
14
Properties=species:S:1:pos:R:3
C -1.49 1.52 0.91
C -1.26 0.20 0.87
N 0.18 -0.14 0.75
C 0.46 -0.90 -0.60
N 1.63 -0.44 -1.27
H -2.52 1.80 0.71
H -0.63 2.10 0.51
H -1.86 -0.67 0.64
H 0.69 0.71 0.67
H 0.58 -0.67 1.48
H 0.51 -1.90 -0.29
H -0.47 -0.88 -1.27
H 1.64 0.01 -2.12
H 2.54 -0.74 -0.98
```

Computed properties:
HOMO-LUMO gap   11.08 eV
Energy above the lowest of the compared OMol25 structures with the same formula, charge and spin   52.0 kcal/mol
Total charge   +1
Molar mass   73.1 Da
Structure (SMILES)   C=C[NH2+]CN

Results of the natural (NBO) charge analysis, in e, for atoms 1 through 8:
1 C -0.341
2 C -0.044
3 N -0.541
4 C -0.055
5 N -0.846
6 H 0.254
7 H 0.216
8 H 0.239

***

Record 5
Formula: C5H9N3O
Source: the OMol25 dataset
Level of theory: ωB97M-V/def2-TZVPD

```
18
Properties=species:S:1:pos:R:3
C -1.59 1.17 0.73
N -0.53 0.37 0.06
C -0.73 0.05 -1.28
C -0.14 -0.78 0.95
C -0.02 -1.99 0.48
N -0.02 -3.17 0.13
H -1.20 1.65 1.63
H -1.92 2.01 0.01
H -2.52 0.56 1.04
H 0.01 -0.76 -1.73
H -1.86 -0.38 -1.50
H -0.87 1.05 -1.73
H 0.24 -0.54 1.91
H 0.67 -3.45 -0.53
N 2.22 1.51 0.24
C 3.02 0.79 -0.22
O 3.99 0.48 -0.76
H 1.22 1.44 0.55
```

Computed properties:
HOMO-LUMO gap   9.04 eV
Energy above the lowest of the compared OMol25 structures with the same formula, charge and spin   89.4 kcal/mol
Molar mass   127.1 Da
Structure (SMILES)   CN(C)C=C=N.N=C=O

Results of the natural (NBO) charge analysis, in e, for atoms 1 through 8:
1 C -0.418
2 N -0.458
3 C -0.418
4 C -0.264
5 C 0.372
6 N -0.609
7 H 0.205
8 H 0.207